one:
Density functional theory data (ωB97M-V with the def2-TZVPD basis set) for a 2-piece molecular cluster, C4H12NO2 overall.

```
! wB97M-V def2-TZVPD RIJCOSX def2/J DEFGRID3
* xyz 1 1
C 1.26 0.34 1.15
C 0.82 -1.35 -1.65
C 0.07 -0.19 0.47
C -1.64 1.08 0.83
N 0.20 -0.15 -1.01
O -2.74 0.36 1.16
O -1.87 1.69 -0.34
H 1.17 0.11 2.21
H 1.40 1.49 0.97
H 2.03 -0.18 0.63
H 1.84 -1.49 -1.17
H 0.21 -2.30 -1.54
H 0.90 -1.09 -2.62
H -0.09 -1.31 0.71
H -1.16 1.54 1.72
H 0.80 0.73 -1.17
H -0.65 0.26 -1.45
H -2.60 -0.28 1.88
H -2.78 1.69 -0.47
*
```

**Molecular weight**: 106.14 g/mol
**Orbital gap**: 10.03 eV
**LUMO level**: -3.0 eV

=====

two:
Density functional theory data (ωB97M-V with the def2-TZVPD basis set) for a 2-piece molecular cluster, C4H12NO2 overall.

```
! wB97M-V def2-TZVPD RIJCOSX def2/J DEFGRID3
* xyz 1 1
C -0.79 0.30 1.64
C -0.08 -0.71 0.75
C -1.15 -1.38 -0.15
C -0.82 -1.70 -1.59
O 0.30 -1.70 -2.05
N 0.91 0.09 -0.05
H -0.11 0.92 2.21
H -1.35 0.96 0.99
H -1.37 -0.18 2.42
H 0.50 -1.48 1.23
H -1.26 -2.42 0.22
H -2.13 -0.96 0.02
H -1.65 -2.03 -2.22
H 1.82 0.05 0.38
H 1.15 -0.30 -0.98
H 0.79 1.11 -0.17
H 2.51 3.12 -0.85
H 1.12 3.57 -0.92
O 1.62 2.74 -0.85
*
```

**Molecular weight**: 106.14 g/mol
**Orbital gap**: 11.13 eV
**LUMO level**: -3.1 eV

=====

three:
Density functional theory data (ωB97M-V with the def2-TZVPD basis set) for a 2-piece molecular cluster, C4H12NO2 overall.

```
! wB97M-V def2-TZVPD RIJCOSX def2/J DEFGRID3
* xyz 1 1
C -1.24 -0.28 -0.77
O -2.43 0.49 -1.03
C -0.52 0.37 0.37
C 0.77 -0.26 0.79
C 1.92 -0.26 -0.20
O 2.16 1.10 -0.32
N -1.44 0.43 1.56
H -1.39 -1.30 -0.48
H -0.63 -0.26 -1.67
H -2.91 -0.01 -1.71
H -0.29 1.42 0.10
H 1.14 0.22 1.70
H 0.54 -1.39 0.88
H 2.79 -0.84 0.10
H 1.53 -0.71 -1.15
H 2.87 1.34 -0.95
H -0.97 1.09 2.16
H 0.36 -2.13 -0.62
H -2.25 0.98 1.25
*
```

**Molecular weight**: 106.14 g/mol
**Orbital gap**: 5.02 eV
**LUMO level**: -9.1 eV

=====

Winner for stability: two

=====

one:
Density functional theory data (ωB97M-V with the def2-TZVPD basis set) for C3H10O2 as an isolated structure.

```
! wB97M-V def2-TZVPD RIJCOSX def2/J DEFGRID3
* xyz 0 1
C -1.44 -0.58 0.01
C -0.20 -1.48 -0.47
C 0.53 -2.38 0.55
H -1.24 0.50 -0.10
H -1.63 -0.73 0.97
H -2.48 -0.68 -0.60
H -0.27 -1.91 -1.52
H 1.33 -3.02 0.30
H 0.14 -2.52 1.60
H 0.75 -1.13 0.18
H 1.80 0.58 0.47
O 0.90 0.93 0.68
H 0.65 2.27 -0.21
H -0.11 3.68 -0.55
O 0.06 2.78 -0.82
*
```

**Molecular weight**: 78.11 g/mol
**Orbital gap**: 6.07 eV
**LUMO level**: -2.0 eV

=====

two:
Density functional theory data (ωB97M-V with the def2-TZVPD basis set) for a 2-piece molecular cluster, C3H10O2 overall.

```
! wB97M-V def2-TZVPD RIJCOSX def2/J DEFGRID3
* xyz 0 1
C 2.47 -0.02 0.97
C 1.15 0.31 0.31
O 0.11 0.20 1.27
H 3.11 0.86 1.08
H 3.06 -0.76 0.42
H 2.32 -0.39 1.98
H 1.19 1.29 -0.18
H 0.95 -0.36 -0.52
H -0.61 -0.27 0.82
C -2.55 0.10 -0.85
O -1.39 -0.27 -1.60
H -3.43 0.06 -1.49
H -2.36 1.11 -0.53
H -2.70 -0.63 -0.07
H -1.33 -1.23 -1.61
*
```

**Molecular weight**: 78.11 g/mol
**Orbital gap**: 10.78 eV
**SMILES**: CCO.CO
**LUMO level**: 0.7 eV

=====

three:
Density functional theory data (ωB97M-V with the def2-TZVPD basis set) for a 2-piece molecular cluster, C3H10O2 overall.

```
! wB97M-V def2-TZVPD RIJCOSX def2/J DEFGRID3
* xyz 0 1
C -1.78 1.12 -0.60
C -0.35 1.53 -0.46
O 0.22 0.34 0.09
C 1.60 0.41 0.09
H -1.76 0.31 -1.36
H -2.51 1.88 -0.92
H -2.12 0.69 0.36
H -0.23 2.44 0.16
H 0.06 1.76 -1.47
H 2.06 0.56 -0.90
H 1.91 -0.57 0.47
H 1.97 1.19 0.77
O 0.25 -3.75 0.88
H 0.33 -4.69 1.16
H 0.34 -3.23 1.72
*
```

**Molecular weight**: 78.11 g/mol
**Orbital gap**: 10.78 eV
**SMILES**: CCOC.O
**LUMO level**: 0.9 eV

=====

Winner for stability: three

=====

one:
Density functional theory data (ωB97M-V with the def2-TZVPD basis set) for a 2-piece molecular cluster, C3H10NO2 overall.

```
! wB97M-V def2-TZVPD RIJCOSX def2/J DEFGRID3
* xyz 1 1
C 1.77 0.02 -0.10
N 3.10 0.39 -0.71
H 1.94 -0.80 0.59
H 1.35 0.87 0.43
H 1.12 -0.29 -0.91
H 3.54 -0.37 -1.24
H 3.75 0.68 0.04
H 2.97 1.20 -1.32
O -3.68 0.34 1.43
C -3.00 -0.08 0.54
O -3.44 -0.32 -0.70
C -1.52 -0.33 0.65
H -4.39 -0.20 -0.75
H -1.13 -0.64 -0.31
H -1.32 -1.09 1.41
H -1.06 0.62 0.94
*
```

**Molecular weight**: 92.12 g/mol
**Orbital gap**: 8.78 eV
**LUMO level**: -4.3 eV

=====

two:
Density functional theory data (ωB97M-V with the def2-TZVPD basis set) for a 2-piece molecular cluster, C3H10NO2 overall.

```
! wB97M-V def2-TZVPD RIJCOSX def2/J DEFGRID3
* xyz 1 1
O 0.71 -0.60 0.47
C 1.18 -1.22 1.42
O 2.25 -0.93 2.22
H 0.61 -2.17 1.62
H 2.32 0.04 2.47
C -2.53 0.51 -1.20
N -1.11 0.74 -0.74
C -0.07 1.13 -1.86
H -3.37 0.06 -0.67
H -2.89 1.45 -1.54
H -2.48 -0.14 -1.98
H -0.95 -0.12 -0.18
H -1.12 1.49 -0.03
H -0.01 0.42 -2.72
H 0.96 1.20 -1.43
H -0.40 2.27 -2.06
*
```

**Molecular weight**: 92.12 g/mol
**Orbital gap**: 11.97 eV
**LUMO level**: -3.2 eV

=====

Winner for stability: one

=====

one:
Density functional theory data (ωB97M-V with the def2-TZVPD basis set) for one molecule with the formula C5H7NOS.

```
! wB97M-V def2-TZVPD RIJCOSX def2/J DEFGRID3
* xyz 0 1
C -1.61 0.82 -0.59
C -0.46 0.34 0.23
C -0.56 -0.86 1.15
C 0.19 -0.98 -0.29
O 1.67 -1.00 -0.29
C 2.43 0.02 -0.05
N 2.07 1.22 0.10
S 0.60 1.90 0.31
H -1.46 1.84 -1.38
H -2.47 1.02 0.16
H -2.05 -0.11 -1.16
H -1.49 -1.26 1.03
H 0.09 -0.95 2.04
H -0.33 -1.74 -0.97
H 3.38 -0.27 -0.29
*
```

**Molecular weight**: 129.18 g/mol
**Orbital gap**: 8.79 eV
**SMILES**: C[C@@]12C[C@@H]1OC=NS2
**LUMO level**: 0.8 eV

=====

two:
Density functional theory data (ωB97M-V with the def2-TZVPD basis set) for one molecule with the formula C5H7NOS.

```
! wB97M-V def2-TZVPD RIJCOSX def2/J DEFGRID3
* xyz 0 1
C -0.01 -1.23 -1.57
C 0.70 -0.54 -0.67
S 1.02 1.11 -1.09
C -0.20 2.27 -0.92
O -1.34 2.15 -0.60
C 0.71 -0.80 0.79
C -0.28 -0.01 1.64
N -0.32 -1.52 1.59
H -0.13 -1.01 -2.65
H -0.16 -2.15 -1.18
H 0.14 3.20 -1.34
H 1.76 -1.05 1.38
H 0.20 0.54 2.50
H -1.09 0.71 1.21
H -1.02 -1.68 0.90
*
```

**Molecular weight**: 129.18 g/mol
**Orbital gap**: 9.90 eV
**SMILES**: C=C(SC=O)[C@H]1CN1
**LUMO level**: 0.3 eV

=====

Winner for stability: two

=====

one:
Density functional theory data (ωB97M-V with the def2-TZVPD basis set) for one molecule with the formula C5H7NOS.

```
! wB97M-V def2-TZVPD RIJCOSX def2/J DEFGRID3
* xyz 0 1
C 2.26 0.21 0.27
C 1.08 0.30 -0.61
C -0.22 0.05 -0.30
C -1.38 0.15 -1.24
S -2.89 -0.26 -0.34
C -2.00 -0.55 1.17
O -2.48 -0.92 2.22
N -0.64 -0.34 1.00
H 2.84 1.21 0.37
H 3.00 -0.52 -0.18
H 1.95 -0.15 1.25
H 1.20 0.54 -1.64
H -1.28 -0.43 -2.15
H -1.47 1.17 -1.57
H 0.02 -0.47 1.74
*
```

**Molecular weight**: 129.18 g/mol
**Orbital gap**: 9.12 eV
**SMILES**: C/C=C1/CSC(=O)N1
**LUMO level**: 0.6 eV

=====

two:
Density functional theory data (ωB97M-V with the def2-TZVPD basis set) for one molecule with the formula C5H7NOS.

```
! wB97M-V def2-TZVPD RIJCOSX def2/J DEFGRID3
* xyz 0 1
C -2.10 1.85 0.15
C -1.54 0.47 -0.11
C -2.17 -0.71 -0.16
O -1.20 -1.77 0.02
C 0.09 -1.35 0.03
C -0.03 0.15 -0.08
N 1.06 0.82 -0.05
S 2.62 0.12 0.07
H -3.18 2.06 -0.05
H -1.50 2.53 -0.64
H -1.71 2.35 1.02
H -3.16 -0.99 0.05
H 0.85 -1.82 -0.58
H 0.39 -1.48 1.19
H 3.16 1.33 -0.90
*
```

**Molecular weight**: 129.18 g/mol
**Orbital gap**: 8.54 eV
**SMILES**: CC1=COC/C1=N\S
**LUMO level**: 0.3 eV

=====

Winner for stability: one

=====

one:
Density functional theory data (ωB97M-V with the def2-TZVPD basis set) for one molecule with the formula C3H3N5.

```
! wB97M-V def2-TZVPD RIJCOSX def2/J DEFGRID3
* xyz 0 1
H 1.89 0.87 1.64
N 1.95 0.31 0.75
C 0.83 0.48 0.18
C 0.53 -0.06 -1.14
N -0.53 -0.76 -1.27
C -1.12 -1.16 -0.06
N -1.49 -0.25 0.86
N -1.30 1.04 0.71
N -0.23 1.56 0.35
H 1.03 0.18 -2.05
H -1.57 -2.20 0.02
*
```

**Molecular weight**: 109.09 g/mol
**Orbital gap**: 9.67 eV
**SMILES**: [H]/N=c1/cncnnn1
**LUMO level**: -0.4 eV

=====

two:
Density functional theory data (ωB97M-V with the def2-TZVPD basis set) for one molecule with the formula C3H3N5.

```
! wB97M-V def2-TZVPD RIJCOSX def2/J DEFGRID3
* xyz 0 1
H -2.60 0.59 -0.45
N -1.83 0.87 0.31
C -0.59 0.86 -0.11
C 0.03 0.17 -1.36
N 0.38 -0.99 -1.05
N 0.07 -1.87 0.07
N 0.60 -1.38 1.26
C 1.08 0.12 1.19
N 0.46 1.04 0.67
H 0.54 0.47 -2.45
H 1.86 0.11 1.90
*
```

**Molecular weight**: 109.09 g/mol
**Orbital gap**: 8.90 eV
**SMILES**: [H]/N=c1\cnnncn1
**LUMO level**: -0.8 eV

=====

three:
Density functional theory data (ωB97M-V with the def2-TZVPD basis set) for one molecule with the formula C3H3N5.

```
! wB97M-V def2-TZVPD RIJCOSX def2/J DEFGRID3
* xyz 0 1
C -1.31 1.03 -0.20
N -2.01 -0.02 -0.08
N -1.39 -1.14 0.05
N -0.02 -0.66 0.28
C 1.22 -1.05 -0.01
N 1.98 -0.10 -0.18
N 1.24 1.11 0.00
C 0.04 0.65 0.11
H -1.82 1.93 -0.08
H 1.80 -2.13 -0.50
H 1.64 2.13 0.65
*
```

**Molecular weight**: 109.09 g/mol
**Orbital gap**: 8.64 eV
**SMILES**: c1nnn2cn[nH]c12
**LUMO level**: -0.1 eV

=====

four:
Density functional theory data (ωB97M-V with the def2-TZVPD basis set) for one molecule with the formula C3H3N5.

```
! wB97M-V def2-TZVPD RIJCOSX def2/J DEFGRID3
* xyz 0 1
C -0.55 -1.60 0.17
N 0.23 -1.87 -1.00
N 0.70 -0.65 -1.41
C 0.59 0.21 -0.37
N 0.35 1.57 -0.27
N -0.38 1.85 0.75
C -0.62 0.65 1.37
N -0.24 -0.35 0.55
H -1.37 -2.08 0.78
H 1.34 2.31 -0.54
H -1.12 0.37 2.34
*
```

**Molecular weight**: 109.09 g/mol
**Orbital gap**: 8.82 eV
**SMILES**: c1nnc2[nH]ncn12
**LUMO level**: 0.1 eV

=====

Winner for stability: one